Computed, not measured: C48H62N12 as an isolated structure, with ωB97M-V/def2-TZVPD.

XYZ file:
```
122
Properties=species:S:1:pos:R:3:forces:R:3
C 28.67528 22.31872 -18.44292 -1.26 1.25 3.32
C 28.46209 23.84695 -18.32994 -3.46 -0.43 2.61
C 26.97895 24.12711 -18.86030 -0.57 -1.16 1.91
C 25.86504 23.42021 -18.25247 7.73 0.66 7.20
N 24.94467 22.90068 -17.73627 9.23 3.25 10.96
H 27.99374 21.64117 -17.92860 0.90 1.25 0.81
H 29.70845 22.08311 -18.18769 -2.59 -3.22 3.55
H 28.64170 22.03037 -19.49355 -2.20 1.63 3.74
H 29.18509 24.55052 -18.74268 -0.73 -0.43 0.18
H 28.38983 24.08368 -17.26842 0.09 0.10 0.39
H 26.85879 23.81590 -19.89799 -0.49 -0.78 2.06
H 26.74114 25.19043 -18.89048 0.06 -0.06 0.26
N 29.56081 24.82041 -20.77879 -11.69 5.46 1.77
C 28.39870 24.11961 -20.70371 4.27 5.29 2.59
C 27.38242 24.96970 -20.96155 -0.60 2.78 2.86
C 27.90339 26.26728 -21.14198 0.15 1.22 1.28
C 29.27718 26.13146 -21.02976 0.50 -0.17 0.93
H 30.48774 24.43248 -20.67675 -6.77 3.02 -0.53
H 28.39201 23.05379 -20.52942 0.33 4.50 1.92
H 26.32121 24.77284 -20.92284 2.20 -0.58 1.15
H 27.33419 27.14123 -21.42239 0.12 0.08 0.06
H 30.13868 26.78006 -21.08913 -0.39 0.50 -0.39
N 31.25286 24.28808 -19.49252 2.62 -1.76 2.54
C 31.64851 24.67383 -20.72882 9.29 0.47 -0.51
C 31.12445 23.81949 -21.66283 10.24 -2.87 0.97
C 30.43464 22.80199 -20.95250 6.72 -1.75 5.20
C 30.45406 23.17017 -19.59289 6.13 -0.11 -2.43
H 31.33035 24.86409 -18.66650 -0.12 -0.06 -0.19
H 32.20351 25.59645 -20.81339 -0.20 -0.12 -0.42
H 31.25166 23.87591 -22.73383 2.09 0.30 2.11
H 29.91041 21.91311 -21.27106 3.08 0.69 -1.38
H 30.06832 22.71992 -18.69018 3.33 2.84 -2.76
N 29.05645 18.26407 -20.59315 0.87 -0.11 0.79
C 29.52414 18.10678 -19.28786 -0.04 0.51 -0.71
C 29.77189 19.36251 -18.82363 1.36 1.60 -0.34
C 29.45368 20.34979 -19.85068 3.51 -5.45 -1.05
C 29.09637 19.57886 -20.99269 1.02 -1.19 2.80
H 28.74435 17.47469 -21.14047 -0.04 0.39 -0.15
H 29.60618 17.13246 -18.82919 -0.09 0.17 -0.03
H 30.13010 19.70890 -17.86545 -0.05 -0.58 0.20
H 29.52991 21.42604 -19.80292 3.03 -4.86 1.87
H 28.72790 19.85051 -21.97087 0.90 -1.60 1.35
N 26.33299 22.48002 -22.22808 4.74 -3.70 6.65
C 25.88955 21.40841 -21.50864 7.15 3.51 1.32
C 27.00586 20.98277 -20.81133 1.94 3.97 -0.26
C 28.07688 21.89693 -21.00745 -5.52 -3.46 -3.05
C 27.64462 22.75473 -22.00053 -5.69 -2.79 -0.30
H 25.68459 23.07880 -22.71914 2.16 -2.81 4.25
H 24.85186 21.11699 -21.57706 16.37 -6.62 1.00
H 27.04571 20.17703 -20.09329 -0.05 1.11 -2.92
H 29.05816 21.89795 -20.55637 -3.96 -0.16 -3.24
H 28.10283 23.60650 -22.48107 -2.25 -3.52 -0.19
N 25.63193 21.09578 -17.55607 5.08 -7.91 -0.32
C 26.54403 21.08965 -18.62069 -1.22 -2.85 4.24
C 27.17400 19.84650 -18.69394 -2.39 -0.87 2.93
C 26.58095 19.09368 -17.67889 0.24 -1.09 1.70
C 25.73326 19.88580 -16.95704 -0.61 -0.14 -0.09
H 25.06408 21.89146 -17.30199 -0.84 -2.88 2.46
H 26.69772 21.96459 -19.23490 2.65 -1.19 1.54
H 27.93312 19.51151 -19.38526 -1.36 -0.21 1.30
H 26.76528 18.09469 -17.31221 0.41 -0.17 -0.51
H 25.23001 19.67369 -16.02530 -0.23 -0.05 -0.19
N 24.19826 23.33042 -19.10912 -12.58 5.02 -12.34
C 23.07900 23.77802 -19.76625 -2.26 -1.07 0.13
C 22.88639 23.02948 -20.91288 -3.18 -1.12 4.10
C 23.95782 22.14260 -20.87295 0.19 3.64 4.66
C 24.79239 22.38077 -19.81721 -2.82 -0.29 -2.97
H 24.44697 23.68452 -18.19651 -5.50 6.87 -2.09
H 22.53390 24.57085 -19.27565 -0.26 0.08 -0.45
H 22.16352 23.12037 -21.71013 -0.21 0.03 0.74
H 24.30296 21.41627 -21.59386 -10.44 10.22 1.13
H 25.76015 22.02426 -19.49666 -4.30 0.29 -2.04
N 25.82141 23.35801 -23.94863 -3.17 5.10 -6.57
C 24.56526 23.15431 -23.37679 -0.47 5.62 -2.39
C 24.43150 24.02197 -22.30326 0.16 2.45 -3.44
C 25.54772 24.88225 -22.32197 -2.22 1.28 -3.44
C 26.35626 24.46679 -23.37631 -1.16 2.01 -0.84
H 26.23175 22.74196 -24.63580 -0.01 0.06 0.09
H 24.00174 22.30491 -23.73368 2.31 3.70 0.70
H 23.63290 23.95468 -21.57931 1.96 2.74 -2.24
H 25.76026 25.68710 -21.63390 -1.71 0.75 -1.84
H 27.36736 24.79017 -23.57499 -3.49 -1.00 -0.93
N 28.41607 20.78550 -23.09964 0.04 -1.69 -6.46
C 29.09383 20.64914 -24.32874 -1.88 -0.58 0.51
C 28.13767 20.04870 -25.17317 3.00 1.03 -1.64
C 26.93862 19.89335 -24.53719 3.82 0.22 -1.38
C 27.15904 20.22563 -23.23208 1.39 4.09 -1.80
H 28.70308 21.27189 -22.26229 -0.09 -0.14 -1.22
H 30.10096 21.02722 -24.42435 -0.19 -0.22 -0.28
H 28.27461 19.82020 -26.21980 0.30 0.02 -0.03
H 26.00953 19.48398 -24.90544 6.42 -1.79 -5.50
H 26.48613 20.33437 -22.39436 1.95 -0.10 -3.15
N 24.41024 19.92118 -22.56177 -7.35 9.89 -11.05
C 23.41980 20.85054 -22.19913 -6.48 -6.32 -3.64
C 22.98993 21.59052 -23.26633 -4.87 -4.79 -0.27
C 23.80211 21.14482 -24.35149 -0.36 -5.51 -2.37
C 24.72462 20.22521 -23.86141 -5.82 0.92 -0.05
H 24.93565 19.23647 -22.03716 -4.61 3.96 -5.29
H 23.02304 20.80244 -21.19581 -2.06 -2.03 -0.84
H 22.24474 22.37136 -23.22899 0.16 -0.47 -0.60
H 23.72725 21.41136 -25.39540 -0.01 0.37 0.08
H 25.49434 19.64905 -24.35332 -7.13 1.67 5.21
N 28.70811 24.75568 -22.89198 7.74 -0.15 -6.17
C 29.65771 23.74893 -22.94775 -4.42 1.74 -3.34
C 30.29691 23.84185 -24.11147 0.61 -1.41 -1.84
C 29.72408 24.84733 -24.84013 -0.47 2.01 -1.40
C 28.73411 25.43512 -24.05163 2.42 0.81 -1.73
H 28.05592 24.87976 -22.13083 -0.20 1.02 -0.87
H 29.81383 23.08951 -22.10680 -3.21 0.52 -4.20
H 31.21886 23.30475 -24.27854 -0.11 -0.16 -0.78
H 30.13727 25.11801 -25.80055 -0.52 0.41 -0.09
H 28.00477 26.21784 -24.19936 0.54 0.25 -0.34
N 24.64257 18.53808 -21.25813 0.91 -11.47 9.49
C 24.33688 17.40383 -21.97595 2.71 0.61 -0.49
C 25.45770 17.22311 -22.81889 -1.46 -1.10 0.53
C 26.47731 18.24400 -22.62232 -3.05 -3.47 3.02
C 25.91344 19.03332 -21.62125 6.70 -8.77 5.70
H 24.00540 18.92668 -20.57761 0.49 0.31 -0.05
H 23.39580 16.89516 -21.82756 0.19 -0.01 -0.31
H 25.43851 16.35004 -23.45432 0.45 0.22 -0.38
H 27.38769 18.44612 -23.16707 -0.41 -1.56 0.65
H 26.20601 19.92853 -21.09266 -1.03 -3.56 -0.37
```
Positions in Å, forces in eV/Å.

Computed properties:
Molecular weight, g/mol: 807.11
Total charge: 0
LUMO, Eh: 0.01230
Total energy, Eh: -2519.19682